(1)
{"formula": "C6H10O", "method": "ωB97M-V with the def2-TZVPD basis set", "homo_lumo_gap_ev": 10.344, "lumo_energy_ev": 0.99, "smiles": "CC/C=C\\CC=O", "homo_energy_ev": -9.359, "elements": ["C", "C", "C", "C", "C", "C", "O", "H", "H", "H", "H", "H", "H", "H", "H", "H", "H"], "coordinates": [[2.342, 0.132, -0.428], [1.163, 0.444, 0.459], [0.314, -0.753, 0.699], [-0.853, -1.076, 0.134], [-1.650, -0.134, -0.732], [-2.321, 0.742, 0.232], [-1.973, 1.889, 0.375], [1.996, -0.209, -1.403], [2.965, -0.650, 0.001], [2.980, 1.003, -0.564], [0.563, 1.238, 0.024], [1.538, 0.824, 1.412], [0.768, -1.511, 1.333], [-1.266, -2.053, 0.322], [-2.393, -0.683, -1.316], [-1.039, 0.468, -1.400], [-3.133, 0.327, 0.852]], "lowdin_charge": [-0.107, -0.264, -0.116, -0.106, -0.169, -0.292, 0.048, 0.076, 0.073, 0.072, 0.094, 0.115, 0.108, 0.098, 0.119, 0.120, 0.130]}

(2)
{"formula": "C6H10O", "method": "ωB97M-V with the def2-TZVPD basis set", "homo_lumo_gap_ev": 9.314, "lumo_energy_ev": 0.42, "smiles": "C=CC(=C)C=C.O", "homo_energy_ev": -8.895, "elements": ["C", "C", "C", "C", "C", "C", "H", "H", "H", "H", "H", "H", "H", "H", "O", "H", "H"], "coordinates": [[-0.661, 1.492, 2.525], [-0.407, 1.158, 1.256], [0.066, -0.153, 0.815], [1.084, -0.773, 1.426], [-0.694, -0.730, -0.310], [-0.602, -1.976, -0.762], [-1.193, 2.410, 2.741], [-0.433, 0.847, 3.364], [-0.563, 1.934, 0.516], [1.388, -1.746, 1.060], [1.777, -0.260, 2.074], [-1.420, -0.106, -0.817], [-1.203, -2.200, -1.639], [-0.062, -2.823, -0.365], [1.202, 0.994, -4.289], [0.300, 1.265, -4.190], [1.421, 0.665, -3.405]], "lowdin_charge": [0.022, -0.168, -0.340, 0.069, -0.147, 0.014, 0.052, 0.062, 0.102, 0.058, 0.070, 0.098, 0.054, 0.059, -0.052, 0.014, 0.035]}

(3)
{"formula": "C6H10O", "method": "ωB97M-V with the def2-TZVPD basis set", "homo_lumo_gap_ev": 10.441, "lumo_energy_ev": 1.12, "smiles": "C[C@H]1CC=CCO1", "homo_energy_ev": -9.318, "elements": ["C", "C", "C", "C", "C", "C", "O", "H", "H", "H", "H", "H", "H", "H", "H", "H", "H"], "coordinates": [[-2.238, 0.271, 0.000], [-0.763, 0.134, 0.367], [-0.148, -1.231, 0.031], [1.356, -1.155, -0.017], [1.995, 0.007, -0.130], [1.260, 1.310, -0.234], [-0.133, 1.171, -0.371], [-2.910, -0.163, 0.746], [-2.442, -0.195, -0.971], [-2.459, 1.337, -0.089], [-0.623, 0.306, 1.448], [-0.530, -1.597, -0.933], [-0.460, -1.967, 0.784], [1.920, -2.085, 0.033], [3.081, 0.055, -0.160], [1.514, 1.952, 0.629], [1.580, 1.850, -1.134]], "lowdin_charge": [-0.038, -0.398, -0.146, -0.096, -0.082, -0.211, -0.120, 0.080, 0.081, 0.082, 0.151, 0.120, 0.120, 0.101, 0.104, 0.125, 0.127]}

(4)
{"formula": "C6H10O", "method": "ωB97M-V with the def2-TZVPD basis set", "homo_lumo_gap_ev": 9.913, "lumo_energy_ev": 0.91, "smiles": "C1=CCCC1.C=O", "homo_energy_ev": -9.006, "elements": ["C", "C", "C", "C", "C", "H", "H", "H", "H", "H", "H", "H", "H", "C", "O", "H", "H"], "coordinates": [[-0.087, -1.226, -0.492], [-1.174, -1.187, 0.271], [-1.757, 0.201, 0.377], [-0.931, 1.025, -0.644], [0.249, 0.121, -1.079], [0.524, -2.107, -0.663], [-1.602, -2.041, 0.789], [-2.829, 0.222, 0.149], [-1.650, 0.586, 1.400], [-1.549, 1.278, -1.510], [-0.577, 1.968, -0.215], [1.207, 0.502, -0.698], [0.368, 0.072, -2.167], [2.457, 0.149, 1.121], [1.886, -0.741, 1.697], [3.221, -0.040, 0.338], [2.243, 1.218, 1.325]], "lowdin_charge": [-0.123, -0.104, -0.187, -0.172, -0.194, 0.105, 0.102, 0.101, 0.106, 0.102, 0.099, 0.059, 0.107, -0.176, -0.004, 0.089, 0.089]}

(5)
{"formula": "C6H10O", "method": "ωB97M-V with the def2-TZVPD basis set", "homo_lumo_gap_ev": 9.823, "lumo_energy_ev": 0.95, "smiles": "C=CO.C#C.C=C", "homo_energy_ev": -8.875, "elements": ["C", "C", "O", "H", "H", "H", "H", "C", "C", "H", "H", "C", "C", "H", "H", "H", "H"], "coordinates": [[-1.393, 0.445, -1.207], [-1.832, 0.599, 0.037], [-1.724, 1.708, 0.812], [-0.933, 1.261, -1.757], [-1.447, -0.523, -1.691], [-2.345, -0.191, 0.571], [-1.128, 2.330, 0.374], [0.473, -1.912, 1.462], [-0.698, -1.806, 1.705], [1.514, -2.022, 1.266], [-1.734, -1.738, 1.947], [1.552, 0.763, -0.907], [2.244, -0.174, -0.277], [1.244, 1.677, -0.404], [1.250, 0.651, -1.944], [2.521, -1.103, -0.770], [2.541, -0.055, 0.762]], "lowdin_charge": [-0.024, -0.306, 0.001, 0.052, 0.063, 0.081, 0.095, 0.002, 0.000, 0.008, 0.023, -0.096, -0.109, 0.052, 0.049, 0.057, 0.051]}

(6)
{"formula": "C6H10O", "method": "ωB97M-V with the def2-TZVPD basis set", "homo_lumo_gap_ev": 10.198, "lumo_energy_ev": 1.07, "homo_energy_ev": -9.130, "elements": ["C", "C", "C", "C", "C", "C", "O", "H", "H", "H", "H", "H", "H", "H", "H", "H", "H"], "coordinates": [[-0.425, -1.450, -1.401], [-0.060, -0.642, -0.116], [-0.353, -0.383, 1.462], [-0.722, 1.074, 1.107], [-0.133, 0.897, -0.295], [1.392, 0.740, -0.380], [1.381, -0.651, -0.065], [-0.303, -2.534, -1.343], [-1.386, -1.228, -1.887], [0.339, -1.113, -2.128], [-1.038, -0.976, 2.064], [0.615, -0.376, 1.994], [-0.304, 1.895, 1.703], [-1.810, 1.170, 1.078], [-0.636, 1.414, -1.119], [1.992, 1.330, 0.320], [1.777, 0.816, -1.398]], "lowdin_charge": [0.008, -0.373, -0.054, -0.141, -0.208, -0.145, -0.125, 0.073, 0.077, 0.088, 0.094, 0.116, 0.107, 0.107, 0.140, 0.122, 0.117]}

(7)
{"formula": "C6H10O", "method": "ωB97M-V with the def2-TZVPD basis set", "homo_lumo_gap_ev": 8.991, "lumo_energy_ev": 0.92, "homo_energy_ev": -8.073, "elements": ["C", "C", "O", "C", "C", "C", "C", "H", "H", "H", "H", "H", "H", "H", "H", "H", "H"], "coordinates": [[0.561, -0.808, 0.771], [0.567, 0.617, 1.286], [-0.225, 1.438, 0.655], [-1.227, 1.054, -0.327], [-0.675, 0.410, -1.566], [0.445, -0.306, -1.681], [1.358, -0.689, -0.545], [-0.420, -1.264, 0.559], [1.088, -1.429, 1.503], [-0.939, -0.133, 3.039], [-0.297, 0.266, 3.023], [-1.986, 0.450, 0.187], [-1.702, 2.007, -0.579], [-1.276, 0.606, -2.451], [0.708, -0.668, -2.674], [2.146, 0.074, -0.419], [1.874, -1.625, -0.781]], "lowdin_charge": [-0.251, -0.130, -0.110, -0.156, -0.086, -0.094, -0.195, 0.113, 0.102, 0.081, 0.039, 0.128, 0.124, 0.103, 0.103, 0.118, 0.111]}

(8)
{"formula": "C6H10O", "method": "ωB97M-V with the def2-TZVPD basis set", "homo_lumo_gap_ev": 8.564, "lumo_energy_ev": 0.77, "homo_energy_ev": -7.796, "elements": ["C", "C", "C", "C", "O", "C", "C", "H", "H", "H", "H", "H", "H", "H", "H", "H", "H"], "coordinates": [[0.241, 1.739, 0.519], [-0.135, 0.309, 0.850], [-1.427, -0.271, 0.212], [-0.630, -1.490, -0.251], [-0.114, -1.358, -1.597], [1.128, -1.019, -1.149], [0.692, -0.910, 0.307], [1.245, 1.988, 0.881], [-0.474, 2.426, 0.988], [0.222, 1.916, -0.562], [-0.178, 0.192, 1.939], [-2.227, -0.497, 0.923], [-1.839, 0.310, -0.619], [-0.998, -2.501, -0.076], [1.396, 0.725, -1.617], [1.751, -0.149, -1.772], [1.346, -1.409, 1.025]], "lowdin_charge": [-0.089, -0.308, -0.072, -0.241, -0.046, -0.082, -0.170, 0.082, 0.081, 0.050, 0.135, 0.113, 0.123, 0.151, 0.129, 0.013, 0.133]}

(9)
{"formula": "C6H10O", "method": "ωB97M-V with the def2-TZVPD basis set", "homo_lumo_gap_ev": 9.910, "lumo_energy_ev": 1.23, "smiles": "C/C=C\\OC1C=C1.[H][H]", "homo_energy_ev": -8.683, "elements": ["C", "C", "C", "O", "C", "C", "C", "H", "H", "H", "H", "H", "H", "H", "H", "H", "H"], "coordinates": [[2.252, 0.556, 0.285], [1.483, -0.701, 0.011], [0.297, -0.978, 0.545], [-0.408, -0.078, 1.294], [-1.752, 0.062, 0.843], [-2.086, 0.598, -0.494], [-2.233, -0.684, -0.338], [3.136, 0.301, 0.880], [1.643, 1.259, 0.860], [2.601, 1.053, -0.627], [1.933, -1.462, -0.622], [-0.177, -1.951, 0.420], [-2.377, 0.287, 1.705], [-2.175, 1.466, -1.128], [-2.488, -1.642, -0.761], [0.417, 0.684, -1.365], [-0.065, 1.230, -1.508]], "lowdin_charge": [-0.120, -0.184, -0.220, -0.075, -0.288, -0.027, -0.006, 0.075, 0.075, 0.067, 0.103, 0.122, 0.133, 0.093, 0.105, 0.067, 0.080]}

(10)
{"formula": "C6H10O2", "method": "ωB97M-V with the def2-TZVPD basis set", "homo_lumo_gap_ev": [7.241, 7.555], "lumo_energy_ev": [0.03, 0.02], "homo_energy_ev": [-7.208, -7.537], "elements": ["C", "C", "C", "O", "H", "H", "H", "H", "H", "H", "C", "C", "O", "C", "H", "H", "H", "H"], "coordinates": [[1.001, -1.192, -1.230], [0.951, -0.539, 0.132], [0.494, -1.252, 1.234], [2.056, 0.297, 0.270], [2.020, 0.724, 1.135], [1.839, -1.890, -1.270], [0.083, -1.742, -1.430], [1.133, -0.430, -1.995], [0.612, -0.864, 2.235], [-0.062, -2.168, 1.118], [-1.708, 0.023, 0.020], [-0.217, 2.013, 0.046], [-2.911, 0.588, -0.221], [-0.550, 0.713, 0.056], [-2.786, 1.543, -0.328], [-1.783, -1.049, 0.093], [-0.943, 2.800, 0.230], [0.773, 2.424, -0.096]], "lowdin_charge": [-0.024, -0.542, 0.062, -0.013, 0.103, 0.089, 0.082, 0.091, 0.076, 0.069, -0.176, 0.025, 0.042, -0.198, 0.101, 0.110, 0.051, 0.054]}

(11)
{"formula": "C6H10O2", "method": "ωB97M-V with the def2-TZVPD basis set", "homo_lumo_gap_ev": 9.719, "lumo_energy_ev": 0.56, "homo_energy_ev": -9.157, "elements": ["C", "C", "C", "C", "C", "C", "O", "O", "H", "H", "H", "H", "H", "H", "H", "H", "H", "H"], "coordinates": [[-0.545, -0.445, -0.070], [-0.817, -1.144, -1.383], [-0.770, -1.300, 1.155], [1.690, 1.569, 0.477], [1.180, 0.503, -0.448], [-1.029, 0.908, 0.022], [1.854, -0.066, -1.263], [-1.416, 1.534, 1.000], [-0.420, 1.493, -0.801], [-0.689, -0.475, -2.236], [-0.566, -0.745, 2.074], [-1.827, -1.567, -1.393], [-0.110, -1.965, -1.546], [-0.129, -2.187, 1.119], [-1.811, -1.638, 1.219], [2.776, 1.624, 0.392], [1.356, 1.365, 1.495], [1.271, 2.535, 0.187]], "lowdin_charge": [-0.368, -0.062, -0.041, -0.015, -0.285, -0.327, 0.101, 0.041, 0.139, 0.086, 0.081, 0.092, 0.090, 0.087, 0.095, 0.094, 0.096, 0.095]}

(12)
{"formula": "C6H10O2", "method": "ωB97M-V with the def2-TZVPD basis set", "homo_lumo_gap_ev": 9.855, "lumo_energy_ev": 0.70, "smiles": "C=C(CC(C)=O)OC", "homo_energy_ev": -9.150, "elements": ["C", "C", "C", "C", "C", "O", "O", "C", "H", "H", "H", "H", "H", "H", "H", "H", "H", "H"], "coordinates": [[-0.468, 1.482, -1.003], [-0.391, 0.022, -0.876], [-0.776, -0.941, 0.232], [-0.646, 0.009, 1.383], [0.842, 0.635, 1.680], [-1.718, 0.122, 1.972], [0.464, -0.553, -1.838], [1.758, -0.849, -1.517], [-1.070, 2.129, -0.338], [0.123, 1.843, -1.775], [0.309, -1.442, 0.284], [-1.661, -1.365, 0.281], [1.750, -0.003, 1.854], [1.117, 1.576, 2.388], [1.148, 1.229, 0.837], [2.290, 0.006, -0.888], [1.743, -1.782, -0.797], [2.365, -0.888, -2.314]], "lowdin_charge": [0.117, -0.274, -0.035, -0.391, -0.029, 0.064, -0.159, -0.129, 0.080, 0.036, 0.152, 0.076, 0.078, 0.122, 0.011, 0.125, 0.117, 0.040]}

(13)
{"formula": "C6H10O2", "method": "ωB97M-V with the def2-TZVPD basis set", "homo_lumo_gap_ev": 10.412, "lumo_energy_ev": 0.80, "smiles": "C[C@@H]1OC1=O.C=CC", "homo_energy_ev": -9.613, "elements": ["C", "C", "O", "C", "O", "H", "H", "H", "H", "C", "C", "C", "H", "H", "H", "H", "H", "H"], "coordinates": [[-0.565, -1.494, 2.364], [0.354, -2.308, 1.538], [0.713, -1.791, 0.121], [0.097, -2.950, 0.255], [-0.225, -3.835, -0.457], [-1.014, -1.939, 3.264], [-1.385, -1.261, 1.692], [-0.114, -0.530, 2.707], [1.218, -2.812, 2.016], [-1.537, 0.815, -0.780], [-0.920, 1.813, -0.138], [-0.790, 3.279, -0.538], [-1.188, -0.226, -0.681], [-2.292, 0.970, -1.537], [-0.151, 1.336, 0.582], [-0.650, 4.060, 0.278], [-1.664, 3.584, -1.179], [-0.002, 3.428, -1.229]], "lowdin_charge": [-0.043, -0.146, 0.107, -0.509, 0.158, 0.093, 0.077, 0.099, 0.151, -0.031, -0.236, -0.121, 0.038, 0.048, 0.102, 0.085, 0.082, 0.045]}

(14)
{"formula": "C6H10O2", "method": "ωB97M-V with the def2-TZVPD basis set", "homo_lumo_gap_ev": [7.730, 7.729], "lumo_energy_ev": [0.84, 0.84], "smiles": "C/C=C\\O/C=C(\\C)O", "homo_energy_ev": [-6.894, -6.892], "elements": ["C", "C", "C", "O", "C", "C", "C", "O", "H", "H", "H", "H", "H", "H", "H", "H", "H", "H"], "coordinates": [[0.366, 1.019, 2.090], [1.129, 0.999, 0.796], [1.298, -0.069, 0.002], [0.944, -1.425, 0.415], [-0.398, -1.425, 0.267], [-0.864, -0.569, -0.699], [-0.612, -0.733, -2.169], [-1.763, 0.390, -0.294], [0.392, 2.015, 2.532], [-0.681, 0.740, 1.974], [0.799, 0.317, 2.805], [1.770, 1.848, 0.596], [2.027, -0.094, -0.798], [-1.004, -1.886, 1.036], [-1.559, -0.912, -2.683], [-0.195, 0.186, -2.586], [0.117, -1.521, -2.345], [-1.767, 1.120, -0.938]], "lowdin_charge": [-0.087, -0.135, -0.129, -0.034, -0.146, -0.405, -0.032, 0.028, 0.069, 0.066, 0.082, 0.097, 0.120, 0.124, 0.092, 0.077, 0.093, 0.119]}

(15)
{"formula": "C6H10O2", "method": "ωB97M-V with the def2-TZVPD basis set", "homo_lumo_gap_ev": 10.257, "lumo_energy_ev": 0.72, "homo_energy_ev": -9.541, "elements": ["C", "C", "C", "C", "C", "C", "H", "H", "H", "H", "H", "H", "H", "H", "H", "H", "O", "O"], "coordinates": [[-0.891, 1.793, 0.079], [0.044, 0.479, -0.346], [-1.025, -0.580, 0.125], [-0.211, -1.802, -0.138], [1.108, -1.453, -0.087], [1.404, -0.049, 0.132], [-0.760, 2.655, -1.016], [-0.535, 2.191, 1.211], [-2.086, 1.994, 0.053], [0.112, 0.563, -1.361], [-1.113, -0.408, 1.212], [-2.727, -1.228, -0.056], [-0.373, -2.870, 0.196], [1.867, -2.036, 0.334], [1.546, 0.204, 1.142], [3.170, 1.098, -0.467], [-2.220, -0.685, -0.565], [2.689, 0.135, -0.450]], "lowdin_charge": [-0.096, -0.219, -0.403, 0.001, -0.048, -0.371, 0.139, 0.099, 0.083, 0.098, 0.160, 0.046, 0.131, 0.103, 0.138, 0.181, 0.028, -0.072]}

Calculated energy relative to the best compared isomer or geometry (same formula, charge and spin), 14.6; 42.6; 8.5; 27.1; 92.4; 53.3; 96.0; 127.7; 99.1; 108.1; 55.0; 114.3; 65.1; 97.3; 133.9 kcal/mol (same order as the records).